Entry 1:
{
  "formula": "C33H32FIN7O4RhS2",
  "method": "the ωB97M-V functional and the def2-TZVPD basis",
  "s_squared": 0.77,
  "total_charge": 1,
  "e_lumo_ev": [-2.40, -2.98],
  "multiplicity": 2,
  "largest_force_ev_per_a": 1.117,
  "elements": ["Rh", "O", "N", "C", "C", "C", "C", "C", "S", "H", "H", "H", "H", "F", "C", "C", "C", "C", "O", "C", "C", "N", "C", "C", "C", "C", "C", "C", "N", "C", "C", "N", "C", "C", "C", "O", "O", "H", "H", "H", "H", "H", "H", "H", "H", "H", "H", "H", "H", "H", "H", "H", "H", "H", "H", "I", "C", "C", "C", "C", "N", "C", "H", "H", "H", "H", "N", "C", "S", "C", "C", "C", "N", "C", "C", "H", "H", "H", "H", "H", "H"],
  "coordinates": [[-1.33, 2.66, 1.22], [-1.36, 4.61, 1.88], [-1.82, 4.87, 3.11], [-1.77, 6.16, 3.50], [-2.25, 6.53, 4.72], [-2.81, 5.56, 5.55], [-2.86, 4.25, 5.13], [-2.36, 3.89, 3.87], [-2.37, 2.28, 3.28], [-1.32, 6.82, 2.78], [-2.20, 7.57, 5.02], [-3.20, 5.82, 6.53], [-3.29, 3.47, 5.74], [-0.49, -3.97, 1.28], [-0.24, -3.13, 0.25], [-0.78, -1.89, 0.30], [-0.59, -0.98, -0.76], [-0.97, 0.40, -0.63], [-1.61, 0.78, 0.40], [-0.59, 1.25, -1.70], [-0.06, 0.71, -2.84], [0.27, -0.58, -2.97], [0.80, -1.12, -4.21], [2.28, -1.15, -4.45], [1.39, -0.24, -5.25], [0.09, -1.44, -1.90], [0.64, -2.72, -1.93], [0.55, -3.59, -0.84], [1.16, -4.81, -0.84], [1.68, -5.43, 0.39], [3.08, -5.98, 0.12], [3.81, -5.04, -0.73], [3.26, -5.00, -2.10], [1.77, -5.36, -2.04], [-0.67, 2.75, -1.63], [-0.89, 3.41, -2.63], [-0.34, 3.23, -0.47], [-1.35, -1.58, 1.17], [0.12, 1.36, -3.68], [0.22, -1.97, -4.55], [2.71, -2.02, -4.93], [2.90, -0.68, -3.70], [1.18, -0.50, -6.28], [1.48, 0.83, -5.08], [1.26, -3.00, -2.77], [1.01, -6.23, 0.74], [1.74, -4.68, 1.16], [3.03, -6.99, -0.32], [3.61, -6.08, 1.07], [4.79, -5.28, -0.76], [3.59, -3.41, -0.08], [3.76, -5.71, -2.77], [3.39, -4.00, -2.51], [1.64, -6.44, -2.00], [1.25, -5.02, -2.93], [-3.90, 6.96, -1.94], [-4.08, 5.11, -1.00], [-5.31, 4.49, -0.87], [-5.37, 3.25, -0.24], [-4.20, 2.70, 0.25], [-3.03, 3.32, 0.12], [-2.95, 4.50, -0.49], [-6.21, 4.95, -1.26], [-6.31, 2.73, -0.13], [-4.19, 1.74, 0.75], [-1.97, 4.94, -0.58], [2.50, -2.97, 2.14], [2.69, -1.87, 1.35], [3.71, -2.07, -0.05], [2.03, -0.65, 1.60], [1.03, -0.54, 2.60], [0.27, 0.59, 2.67], [0.43, 1.66, 1.88], [1.48, 1.64, 1.03], [2.27, 0.53, 0.85], [3.18, -3.71, 2.11], [2.07, -2.83, 3.05], [0.78, -1.36, 3.25], [-0.55, 0.64, 3.39], [1.63, 2.53, 0.44], [3.07, 0.58, 0.12]],
  "mulliken_charge": [0.96, -0.73, 0.48, -0.24, -0.73, -0.15, -0.91, 0.88, -0.43, 0.45, 0.42, 0.40, 0.42, -0.45, 0.34, -0.66, 0.27, 1.29, -0.83, 0.44, -0.76, 0.45, -0.49, -0.34, -1.03, -0.43, 0.10, -0.31, 0.07, 0.00, -1.03, -0.27, -0.45, -1.28, 0.09, -0.70, -0.67, 0.65, 0.59, 0.64, 0.26, 0.18, 0.30, 0.30, 0.45, 0.38, -0.17, 0.36, 0.44, 0.24, 0.14, 0.42, 0.28, 0.43, 0.53, 0.11, -0.71, 0.03, -1.09, -0.28, 0.37, -0.08, 0.42, 0.43, 0.53, 0.62, -0.30, 0.41, -0.28, 1.45, -1.37, -0.20, -0.40, -0.66, -0.86, 0.33, 0.12, 0.32, 0.41, 0.66, 0.43]
}

***

Entry 2:
{
  "formula": "C9H11O4S2",
  "method": "the ωB97M-V functional and the def2-TZVPD basis",
  "total_charge": -1,
  "e_lumo_ev": 3.23,
  "multiplicity": 1,
  "largest_force_ev_per_a": 3.982,
  "elements": ["C", "C", "C", "C", "C", "C", "C", "C", "C", "O", "O", "O", "O", "S", "S", "H", "H", "H", "H", "H", "H", "H", "H", "H", "H", "H"],
  "coordinates": [[2.31, -0.76, -0.85], [1.89, 0.56, 1.11], [0.93, -0.73, -1.16], [0.56, 0.44, 0.90], [2.81, -0.05, 0.31], [0.03, -0.15, -0.24], [4.30, -0.34, 0.68], [-3.88, 1.01, -0.78], [-1.37, -0.26, -0.44], [-3.54, -1.51, 0.26], [-1.49, -2.74, 0.88], [-1.42, 2.29, -1.09], [-2.20, 1.65, 1.21], [-2.20, -1.44, 0.92], [-2.14, 1.29, -0.21], [3.20, -1.37, -1.35], [2.26, 0.96, 2.05], [0.57, -1.10, -2.12], [-0.05, 0.86, 1.66], [4.43, -0.36, 1.79], [4.39, -1.29, 0.16], [4.80, 0.55, 0.31], [-4.01, 1.04, -1.78], [-4.17, 0.03, -0.37], [-4.42, 1.91, -0.33], [-1.59, -0.50, -1.54]],
  "nbo_charge": [-0.22, -0.22, -0.19, -0.19, -0.02, -0.04, -0.64, -0.86, -0.76, -1.06, -1.00, -0.97, -0.96, 1.56, 2.11, 0.19, 0.19, 0.21, 0.24, 0.21, 0.22, 0.21, 0.21, 0.31, 0.22, 0.25]
}

***

Entry 3:
{
  "formula": "C3H7CsNO",
  "method": "the ωB97M-V functional and the def2-TZVPD basis",
  "total_charge": 1,
  "e_lumo_ev": -3.66,
  "multiplicity": 1,
  "largest_force_ev_per_a": 5.314,
  "elements": ["Cs", "C", "C", "O", "N", "C", "H", "H", "H", "H", "H", "H", "H"],
  "coordinates": [[-7.14, -5.05, -1.23], [-8.30, -1.88, -4.49], [-8.75, -3.06, -3.62], [-8.61, -2.85, -2.39], [-9.25, -4.19, -4.00], [-9.60, -4.78, -5.24], [-8.43, -0.88, -4.08], [-8.87, -1.96, -5.42], [-7.23, -1.85, -4.68], [-9.39, -4.85, -3.25], [-8.96, -5.66, -5.26], [-9.40, -4.16, -6.11], [-10.65, -5.07, -5.19]],
  "mulliken_charge": [1.01, -0.99, 0.68, -0.73, -0.10, -0.76, 0.32, 0.30, 0.24, 0.14, 0.28, 0.33, 0.27]
}

***

Entry 4:
{
  "formula": "C6H6",
  "method": "the ωB97M-V functional and the def2-TZVPD basis",
  "e_lumo_ev": 1.04,
  "multiplicity": 1,
  "smiles": "C#CCC1=CC1",
  "largest_force_ev_per_a": 0.518,
  "elements": ["C", "C", "C", "C", "C", "C", "H", "H", "H", "H", "H", "H"],
  "coordinates": [[2.14, -1.80, 0.95], [1.59, -0.92, 0.35], [0.93, 0.12, -0.45], [-0.46, 0.43, -0.05], [-1.45, 0.50, 0.77], [-1.75, 0.90, -0.65], [2.62, -2.59, 1.48], [0.91, -0.20, -1.50], [1.53, 1.04, -0.43], [-1.87, 0.37, 1.76], [-2.31, 0.21, -1.30], [-1.88, 1.95, -0.92]],
  "nbo_charge": [-0.23, 0.00, -0.52, 0.04, -0.18, -0.43, 0.24, 0.25, 0.26, 0.23, 0.17, 0.17]
}

***

Entry 5:
{
  "formula": "C7H8BrClOP2",
  "method": "the ωB97M-V functional and the def2-TZVPD basis",
  "e_lumo_ev": [-0.80, -1.06],
  "multiplicity": 1,
  "largest_force_ev_per_a": 4.191,
  "elements": ["C", "C", "C", "C", "C", "C", "C", "O", "P", "P", "Cl", "Br", "H", "H", "H", "H", "H", "H", "H", "H"],
  "coordinates": [[0.15, -1.52, -0.28], [-1.00, -1.95, -0.78], [-1.48, 0.08, -2.01], [0.62, -0.17, -0.73], [-0.23, 0.60, -1.54], [-1.85, -1.24, -1.67], [1.83, 0.32, -0.34], [0.14, 1.85, -2.04], [-0.93, 1.55, 1.22], [0.82, 2.00, 2.34], [0.94, 3.93, 2.07], [-3.43, -2.06, -2.26], [0.88, -2.23, 0.27], [-1.29, -3.01, -0.60], [-2.04, 0.62, -2.71], [2.00, 1.51, -0.39], [2.61, -0.27, 0.16], [1.07, 1.91, -2.33], [-1.17, 0.43, 1.82], [-1.54, 2.07, 2.27]],
  "nbo_charge": [-0.16, -0.27, -0.26, -0.22, 0.35, -0.09, -0.37, -0.69, 0.04, 0.28, -0.27, 0.09, 0.23, 0.23, 0.24, 0.21, 0.21, 0.49, -0.03, -0.01]
}

***

Entry 6:
{
  "formula": "C12H33CuN3O15S3",
  "method": "the ωB97M-V functional and the def2-TZVPD basis",
  "total_charge": -5,
  "e_lumo_ev": 8.76,
  "multiplicity": 1,
  "largest_force_ev_per_a": 2.348,
  "elements": ["Cu", "S", "O", "O", "O", "O", "S", "O", "O", "O", "O", "S", "O", "O", "O", "O", "C", "C", "C", "O", "C", "N", "H", "H", "H", "H", "H", "H", "H", "H", "H", "H", "H", "C", "C", "C", "O", "C", "N", "H", "H", "H", "H", "H", "H", "H", "H", "H", "H", "H", "C", "C", "C", "O", "C", "N", "H", "H", "H", "H", "H", "H", "H", "H", "H", "H", "H"],
  "coordinates": [[-1.43, -0.10, -1.88], [-2.57, 3.13, -2.86], [-2.48, 2.13, -1.76], [-2.95, 4.45, -2.32], [-1.23, 3.27, -3.51], [-3.52, 2.66, -3.88], [-1.45, -1.58, -4.40], [-2.38, -2.68, -4.57], [-0.49, -1.54, -5.55], [-2.13, -0.28, -4.19], [-0.68, -1.83, -3.16], [-3.38, -2.11, -0.44], [-1.95, -1.72, -0.27], [-3.43, -3.42, -1.13], [-4.01, -2.24, 0.89], [-4.01, -1.06, -1.25], [2.63, 2.70, -3.10], [1.68, 2.14, -2.04], [0.99, 3.28, -1.29], [1.93, 4.15, -0.62], [2.49, 3.57, 0.53], [0.74, 1.19, -2.63], [2.15, 3.36, -3.83], [3.03, 1.89, -3.71], [3.46, 3.31, -2.71], [2.28, 1.53, -1.36], [0.26, 2.95, -0.54], [0.42, 3.90, -1.99], [3.40, 4.11, 0.80], [2.80, 2.53, 0.42], [1.76, 3.61, 1.34], [1.24, 0.64, -3.32], [0.06, 1.75, -3.18], [-0.81, -0.31, 5.36], [-2.11, 0.33, 4.82], [-1.82, 1.15, 3.56], [-1.35, 0.34, 2.54], [-1.11, 1.06, 1.32], [-3.04, -0.77, 4.54], [-1.01, -0.85, 6.30], [-0.04, 0.45, 5.53], [-0.47, -1.11, 4.70], [-2.44, 1.01, 5.62], [-1.04, 1.87, 3.86], [-2.76, 1.66, 3.28], [-2.04, 1.43, 0.88], [-0.69, 0.31, 0.66], [-0.43, 1.89, 1.55], [-3.28, -1.16, 5.45], [-3.92, -0.37, 4.23], [1.79, -1.35, -0.69], [1.65, -2.86, -0.75], [1.99, -3.48, 0.60], [3.38, -3.32, 0.89], [3.81, -4.21, 1.90], [0.26, -3.20, -1.06], [0.92, -0.85, -0.27], [1.87, -0.94, -1.70], [2.69, -0.95, -0.20], [2.24, -3.22, -1.61], [1.70, -4.53, 0.63], [1.35, -2.92, 1.30], [4.73, -3.92, 2.41], [3.93, -5.23, 1.51], [3.01, -4.29, 2.64], [0.10, -2.70, -1.95], [-0.29, -2.65, -0.39]],
  "nbo_charge": [0.93, 2.59, -1.13, -1.15, -1.16, -1.08, 2.60, -1.09, -1.15, -1.07, -1.18, 2.59, -1.19, -1.11, -1.15, -1.07, -0.63, -0.08, -0.10, -0.57, -0.24, -0.86, 0.21, 0.19, 0.16, 0.15, 0.20, 0.26, 0.14, 0.17, 0.16, 0.36, 0.45, -0.62, -0.05, -0.05, -0.53, -0.26, -0.77, 0.16, 0.18, 0.24, 0.12, 0.12, 0.16, 0.23, 0.24, 0.12, 0.31, 0.36, -0.65, -0.09, -0.08, -0.56, -0.26, -0.87, 0.24, 0.23, 0.16, 0.16, 0.16, 0.18, 0.15, 0.14, 0.16, 0.44, 0.40]
}

***

Entry 7:
{
  "formula": "C3H8N4S",
  "method": "the ωB97M-V functional and the def2-TZVPD basis",
  "e_lumo_ev": 0.77,
  "multiplicity": 1,
  "smiles": "[H]/N=C/N(N)C/C=N\\S",
  "largest_force_ev_per_a": 1.441,
  "elements": ["H", "N", "C", "N", "N", "C", "C", "N", "S", "H", "H", "H", "H", "H", "H", "H"],
  "coordinates": [[1.36, 3.08, 1.18], [1.66, 2.13, 1.09], [0.70, 1.42, 0.63], [0.83, 0.07, 0.46], [2.12, -0.50, 0.63], [-0.07, -0.64, -0.43], [-1.47, -0.70, 0.12], [-2.54, -1.00, -0.51], [-2.39, -1.39, -2.17], [-0.27, 1.75, 0.34], [2.31, -0.46, 1.63], [2.81, 0.17, 0.20], [-0.06, -0.24, -1.45], [0.33, -1.68, -0.51], [-1.60, -0.45, 1.17], [-3.73, -1.55, -2.38]],
  "nbo_charge": [0.35, -0.73, 0.26, -0.29, -0.65, -0.32, 0.08, -0.53, 0.14, 0.16, 0.36, 0.36, 0.21, 0.26, 0.19, 0.13]
}

***

Entry 8:
{
  "formula": "C18H52N2O12",
  "method": "the ωB97M-V functional and the def2-TZVPD basis",
  "e_lumo_ev": 0.48,
  "multiplicity": 1,
  "smiles": "COC[C@H](C)N.COC[C@H](C)N.OCCO.OCCO.OCCO.OCCO.OCCO",
  "largest_force_ev_per_a": 2.244,
  "elements": ["C", "O", "C", "C", "C", "N", "H", "H", "H", "H", "H", "H", "H", "H", "H", "H", "H", "C", "O", "C", "C", "C", "N", "H", "H", "H", "H", "H", "H", "H", "H", "H", "H", "H", "O", "C", "C", "O", "H", "H", "H", "H", "H", "H", "O", "C", "C", "O", "H", "H", "H", "H", "H", "H", "O", "C", "C", "O", "H", "H", "H", "H", "H", "H", "O", "C", "C", "O", "H", "H", "H", "H", "H", "H", "O", "C", "C", "O", "H", "H", "H", "H", "H", "H"],
  "coordinates": [[-0.30, -0.10, 14.63], [-0.78, -0.84, 15.72], [-1.71, -0.18, 16.60], [-2.94, 0.38, 15.88], [-3.64, 1.31, 16.85], [-3.87, -0.64, 15.46], [0.27, -0.82, 14.03], [0.35, 0.73, 14.91], [-1.02, 0.14, 13.84], [-1.89, -0.87, 17.43], [-1.16, 0.66, 17.06], [-2.58, 1.04, 15.10], [-3.03, 2.03, 17.41], [-4.29, 0.87, 17.60], [-4.25, 2.05, 16.32], [-4.07, -1.34, 16.16], [-3.67, -1.17, 14.62], [2.90, -8.57, 12.87], [3.18, -7.74, 13.98], [4.23, -6.85, 13.68], [4.29, -5.76, 14.78], [3.03, -4.90, 14.76], [5.46, -4.88, 14.66], [2.50, -7.95, 12.06], [2.12, -9.29, 13.11], [3.79, -9.09, 12.53], [5.16, -7.45, 13.68], [4.16, -6.33, 12.71], [4.42, -6.32, 15.71], [2.89, -4.32, 13.84], [3.01, -4.23, 15.61], [2.21, -5.61, 14.73], [5.43, -4.30, 13.83], [6.26, -5.52, 14.55], [-6.07, -6.18, 17.01], [-6.51, -6.99, 18.07], [-8.04, -7.02, 18.15], [-8.38, -8.00, 19.13], [-5.20, -5.87, 17.28], [-6.19, -8.03, 17.96], [-6.19, -6.57, 19.03], [-8.51, -7.33, 17.21], [-8.47, -6.04, 18.35], [-9.34, -8.11, 19.14], [-3.27, -4.61, 16.11], [-2.28, -3.82, 15.49], [-0.89, -4.42, 15.81], [-0.60, -4.09, 17.17], [-3.01, -4.91, 16.99], [-2.46, -3.84, 14.41], [-2.33, -2.78, 15.83], [-0.09, -3.97, 15.22], [-0.83, -5.50, 15.74], [0.02, -3.35, 17.19], [-3.53, -5.63, 18.87], [-3.02, -6.80, 19.52], [-2.41, -7.67, 18.44], [-3.30, -8.51, 17.72], [-3.89, -5.03, 19.54], [-2.27, -6.55, 20.28], [-3.74, -7.35, 20.13], [-1.62, -8.24, 18.94], [-1.92, -7.07, 17.67], [-4.13, -8.06, 17.54], [-5.80, -3.11, 16.23], [-6.27, -2.77, 14.95], [-7.77, -2.95, 14.86], [-8.39, -2.55, 16.08], [-5.12, -3.79, 16.27], [-5.95, -1.78, 14.59], [-5.76, -3.45, 14.26], [-8.15, -3.97, 14.71], [-8.16, -2.36, 14.02], [-7.70, -2.36, 16.72], [1.07, -1.81, 17.72], [1.99, -0.98, 18.44], [2.88, -0.20, 17.51], [2.17, 0.97, 17.08], [0.61, -1.22, 17.09], [1.59, -0.36, 19.23], [2.61, -1.75, 18.93], [3.16, -0.83, 16.66], [3.77, 0.09, 18.06], [2.60, 1.79, 17.34]],
  "mulliken_charge": [-1.05, 0.10, -0.81, -0.14, -1.73, -0.34, 0.25, 0.31, 0.35, 0.30, 0.70, 0.51, 0.39, 0.36, 0.37, 0.20, 0.33, -0.74, -0.31, -0.80, 0.52, -1.39, -0.71, 0.31, 0.25, 0.29, 0.42, 0.32, 0.27, 0.37, 0.33, 0.34, 0.26, 0.27, -0.45, 0.11, -0.66, -0.53, 0.24, 0.26, 0.13, 0.33, 0.33, 0.30, -0.34, 0.53, -0.66, -0.39, 0.05, 0.33, -0.35, 0.24, 0.27, 0.40, -0.40, -0.54, -0.16, -0.59, 0.19, 0.45, 0.32, 0.39, 0.04, 0.31, -0.50, -0.10, -0.36, -0.56, 0.17, 0.26, 0.30, 0.22, 0.27, 0.34, -0.59, -0.51, -0.44, -0.46, 0.19, 0.25, 0.37, 0.18, 0.44, 0.28]
}